Formula: C8H36O14
Source: OMol25
Level of theory: ωB97M-V/def2-TZVPD

Frontier orbital gap in eV: 9.87
HOMO energy in eV: -9.96
Energy relative to the best compared isomer or geometry (same formula, charge and spin) in eV: 2.0602
Charge: 0
Structure (SMILES): OCCO.OCCO.OCCO.OCCO.O.O.O.O.O.O
Multiplicity: 1

Bonds (Å) are listed after each position.
Geometry (Å):
1 O -2.77060 3.92353 0.90386  C2 1.381, H5 0.931
2 C -3.58660 2.85853 1.23286  O1 1.381, C3 1.584, H6 1.101, H7 1.129
3 C -3.47260 1.86453 0.00486  C2 1.584, O4 1.375, H8 1.094, H9 1.065
4 O -4.29960 0.76953 0.09686  C3 1.375, H10 0.942
5 H -3.08060 4.40753 0.17186  O1 0.931
6 H -3.20360 2.35853 2.13586  C2 1.101
7 H -4.63960 3.15353 1.51186  C2 1.129
8 H -2.47860 1.42353 -0.11214  C3 1.094
9 H -3.76460 2.37653 -0.88214  C3 1.065
10 H -5.17360 0.98553 -0.18014  O4 0.942
11 O -1.91760 -1.05747 -1.52714  C12 1.465, H15 0.970
12 C -0.46760 -0.93547 -1.35314  O11 1.465, C13 1.514, H16 1.061, H17 1.094
13 C -0.07460 -2.27447 -1.93914  C12 1.514, O14 1.421, H18 1.064, H19 1.092
14 O 1.31940 -2.18147 -2.19614  C13 1.421, H20 0.967
15 H -2.37660 -0.98647 -0.67514  O11 0.970
16 H -0.15860 -0.10347 -1.93414  C12 1.061
17 H -0.14160 -0.80447 -0.31714  C12 1.094
18 H -0.40660 -2.46647 -2.93214  C13 1.064
19 H -0.38060 -3.07847 -1.26614  C13 1.092
20 H 1.80640 -1.71947 -1.50014  O14 0.967
21 O 0.00640 -2.33147 3.78086  C22 1.448, H25 0.946
22 C 0.87040 -2.41747 2.62186  O21 1.448, C23 1.553, H26 1.083, H27 1.082
23 C 2.27840 -2.05547 3.16786  C22 1.553, O24 1.457, H28 1.153, H29 1.111
24 O 3.30640 -2.17047 2.14186  C23 1.457, H30 0.991
25 H -0.85760 -2.59247 3.49886  O21 0.946
26 H 0.90840 -3.44347 2.27586  C22 1.083
27 H 0.42140 -1.74447 1.90386  C22 1.082
28 H 2.58240 -2.79547 3.99786  C23 1.153
29 H 2.38340 -1.01247 3.53486  C23 1.111
30 H 4.21440 -2.18847 2.53886  O24 0.991
31 O 2.98640 -0.76847 -0.27614  C32 1.407, H35 0.959
32 C 2.88540 0.62953 -0.15614  O31 1.407, C33 1.549, H36 1.150, H37 1.072
33 C 2.51640 0.90153 1.32386  C32 1.549, O34 1.405, H38 1.068, H39 1.077
34 O 2.53040 2.26053 1.68186  C33 1.405, H40 0.922
35 H 3.21640 -1.19147 0.55286  O31 0.959
36 H 3.86740 1.17153 -0.40814  C32 1.150
37 H 2.03240 1.06453 -0.63814  C32 1.072
38 H 3.10040 0.34653 2.02486  C33 1.068
39 H 1.53040 0.50453 1.49586  C33 1.077
40 H 1.77240 2.62653 1.30486  O34 0.922
41 O -2.27560 1.07753 -3.30114  H42 0.968, H43 0.945
42 H -2.02360 0.33353 -2.73514  O41 0.968
43 H -3.16660 1.24353 -3.03514  O41 0.945
44 O 1.13440 0.07853 -4.48114  H45 0.979, H46 0.987
45 H 0.88840 0.19653 -5.42114  O44 0.979
46 H 1.00440 -0.89347 -4.37214  O44 0.987
47 O -2.48660 -1.07147 1.75486  H48 0.947, H49 0.975
48 H -3.33560 -0.72847 1.51486  O47 0.947
49 H -2.49960 -1.00547 2.72786  O47 0.975
50 O 5.07840 -1.39247 -2.46314  H51 0.924, H52 0.943
51 H 5.15840 -0.49347 -2.66314  O50 0.924
52 H 4.17540 -1.52247 -2.22314  O50 0.943
53 O -0.47460 2.73753 -2.26214  H54 0.958, H55 0.963
54 H -0.84460 3.59553 -2.05014  O53 0.958
55 H -1.09960 2.17153 -2.72714  O53 0.963
56 O -0.73960 0.79253 2.39986  H57 0.945, H58 0.993
57 H -1.25260 0.09853 2.01486  O56 0.945
58 H -0.52460 1.47453 1.71086  O56 0.993